[1]
DFT (the ωB97M-V functional and the def2-TZVPD basis) results for a structure of composition C25H40BrGeN2O5S6Ti at a distorted geometry.

Element x y z (Å)
1 Ti -0.776 0.494 -0.251
2 C 0.906 3.806 -1.301
3 C -0.217 3.162 -2.099
4 C 0.349 2.291 -3.222
5 C -1.116 4.233 -2.714
6 O -1.000 2.380 -1.174
7 Ge -2.833 1.838 -1.452
8 O -1.993 0.141 -1.900
9 C -2.633 -0.929 -2.614
10 C -3.176 -0.379 -3.928
11 C -3.777 -1.507 -1.781
12 C -1.583 -1.996 -2.890
13 O -2.591 1.148 0.345
14 C -3.167 1.648 1.580
15 C -3.684 0.451 2.365
16 C -2.092 2.400 2.356
17 C -4.325 2.583 1.246
18 H 1.601 4.320 -1.968
19 H 1.457 3.046 -0.747
20 H 0.500 4.522 -0.582
21 H 0.921 2.910 -3.917
22 H -0.471 1.819 -3.771
23 H 0.990 1.513 -2.822
24 H -0.522 4.938 -3.297
25 H -1.651 4.777 -1.932
26 H -1.852 3.771 -3.379
27 H -3.918 0.399 -3.734
28 H -3.652 -1.170 -4.508
29 H -2.365 0.050 -4.521
30 H -4.542 -0.745 -1.607
31 H -3.404 -1.848 -0.816
32 H -4.234 -2.355 -2.295
33 H -0.674 -1.531 -3.275
34 H -1.960 -2.714 -3.621
35 H -1.335 -2.529 -1.972
36 H -2.884 -0.268 2.534
37 H -4.483 -0.044 1.807
38 H -4.069 0.774 3.334
39 H -1.304 1.719 2.669
40 H -2.523 2.868 3.242
41 H -1.658 3.172 1.720
42 H -5.055 2.072 0.613
43 H -3.964 3.470 0.716
44 H -4.823 2.907 2.161
45 Br 7.455 1.538 0.817
46 C 5.590 1.248 0.608
47 C 4.711 1.648 1.613
48 C 3.356 1.443 1.461
49 C 2.847 0.808 0.292
50 C 3.770 0.425 -0.723
51 C 5.119 0.647 -0.563
52 C 1.472 0.608 0.126
53 O 0.912 0.104 -0.968
54 O 0.555 0.939 1.030
55 H 5.094 2.130 2.504
56 H 2.662 1.781 2.222
57 H 3.387 -0.032 -1.628
58 H 5.818 0.368 -1.342
59 C 3.183 -2.047 2.982
60 N 1.859 -1.451 2.957
61 C 0.906 -1.685 3.854
62 N 1.157 -2.588 4.823
63 S -0.554 -0.834 3.806
64 H 3.806 -1.536 2.253
65 H 3.151 -3.113 2.729
66 H 3.640 -1.938 3.970
67 H 1.663 -0.700 2.308
68 H 1.858 -3.299 4.689
69 H 0.365 -2.869 5.375
70 C 2.911 -4.031 -1.617
71 S 1.715 -2.785 -1.068
72 C 0.888 -3.618 0.196
73 C -0.212 -3.148 0.899
74 S -1.159 -1.742 0.794
75 S -0.836 -4.295 2.103
76 C 0.547 -5.335 2.126
77 S 1.033 -6.266 3.367
78 S 1.452 -5.214 0.641
79 H 3.365 -3.608 -2.509
80 H 2.414 -4.967 -1.867
81 H 3.675 -4.191 -0.858

Calculated values
- HOMO-LUMO gap (spin up / spin down): 4.11 / 5.31 eV
- HOMO energy (spin up / spin down): -5.114 / -7.948 eV
- Maximum force: 1.85 eV/Å
- 2S+1: 4
- Calculated total energy: -9352.00335 Ha

---

[2]
DFT (the ωB97M-V functional and the def2-TZVPD basis) results for a cluster of 14 separate species, C68H94F6O16 in total at a distorted geometry.

Element x y z (Å)
1 O 17.089 -15.936 -4.329
2 C 16.147 -16.141 -3.643
3 O 15.054 -16.813 -4.111
4 C 15.140 -17.191 -5.449
5 C 13.665 -17.484 -5.857
6 C 15.974 -15.875 -2.167
7 H 15.769 -18.081 -5.550
8 H 15.619 -16.407 -6.049
9 H 13.592 -17.936 -6.851
10 H 13.030 -16.583 -5.804
11 H 13.296 -18.182 -5.106
12 H 14.990 -15.475 -1.914
13 H 16.767 -15.246 -1.788
14 H 16.087 -16.871 -1.718
15 O 16.595 -21.394 -5.302
16 C 15.628 -22.076 -5.417
17 O 15.568 -23.215 -6.119
18 C 16.728 -23.576 -6.857
19 C 17.540 -24.703 -6.156
20 C 14.257 -21.856 -4.773
21 H 17.302 -22.654 -7.019
22 H 16.392 -23.945 -7.825
23 H 16.917 -25.559 -5.882
24 H 18.026 -24.359 -5.230
25 H 18.294 -25.061 -6.848
26 H 14.311 -22.209 -3.746
27 H 13.455 -22.379 -5.286
28 H 14.091 -20.784 -4.753
29 O 10.248 -17.444 -1.109
30 C 10.536 -17.992 -2.122
31 O 11.747 -18.601 -2.328
32 C 12.641 -18.667 -1.214
33 C 13.846 -19.486 -1.772
34 C 9.683 -18.134 -3.402
35 H 12.099 -19.257 -0.465
36 H 12.886 -17.671 -0.814
37 H 14.539 -19.654 -0.940
38 H 14.355 -18.897 -2.530
39 H 13.574 -20.445 -2.211
40 H 10.314 -17.785 -4.214
41 H 8.817 -17.464 -3.302
42 H 9.361 -19.159 -3.593
43 O 9.655 -26.854 -2.447
44 C 9.904 -25.946 -1.740
45 O 11.167 -25.624 -1.352
46 C 12.207 -26.442 -1.883
47 C 12.953 -25.860 -3.098
48 C 8.893 -24.981 -1.102
49 H 11.804 -27.423 -2.109
50 H 12.928 -26.556 -1.066
51 H 12.314 -25.908 -3.993
52 H 13.801 -26.512 -3.322
53 H 13.299 -24.844 -2.956
54 H 8.443 -24.359 -1.887
55 H 9.458 -24.315 -0.454
56 H 8.100 -25.488 -0.557
57 O 17.697 -26.286 -9.064
58 C 16.595 -26.717 -9.065
59 O 16.253 -27.834 -8.395
60 C 17.315 -28.522 -7.703
61 C 16.715 -29.808 -7.220
62 C 15.335 -26.144 -9.740
63 H 17.557 -27.880 -6.845
64 H 18.214 -28.617 -8.306
65 H 15.833 -29.652 -6.596
66 H 17.443 -30.399 -6.673
67 H 16.423 -30.382 -8.105
68 H 14.512 -26.272 -9.029
69 H 15.078 -26.594 -10.697
70 H 15.533 -25.081 -9.905
71 O 21.981 -26.252 -2.624
72 C 20.910 -25.852 -2.379
73 O 20.644 -24.888 -1.476
74 C 21.737 -24.296 -0.755
75 C 21.057 -23.242 0.067
76 C 19.642 -26.327 -3.091
77 H 22.438 -23.924 -1.520
78 H 22.274 -25.017 -0.137
79 H 21.739 -22.642 0.666
80 H 20.342 -23.728 0.732
81 H 20.473 -22.563 -0.567
82 H 19.650 -27.414 -3.097
83 H 19.602 -25.971 -4.120
84 H 18.746 -25.985 -2.569
85 O 19.370 -20.235 0.538
86 C 20.090 -19.718 -0.260
87 O 19.830 -19.477 -1.519
88 C 18.496 -19.847 -1.964
89 C 18.280 -19.071 -3.247
90 C 21.507 -19.254 0.108
91 H 17.784 -19.642 -1.158
92 H 18.509 -20.920 -2.131
93 H 17.311 -19.322 -3.686
94 H 19.063 -19.300 -3.965
95 H 18.349 -17.999 -3.043
96 H 22.231 -19.767 -0.518
97 H 21.687 -19.511 1.148
98 H 21.639 -18.188 -0.057
99 O 7.853 -18.941 -7.479
100 C 7.768 -19.654 -6.519
101 O 8.831 -20.208 -5.945
102 C 10.093 -19.843 -6.555
103 C 11.105 -20.732 -5.893
104 C 6.448 -20.197 -5.897
105 H 10.257 -18.775 -6.365
106 H 10.049 -20.031 -7.629
107 H 11.238 -20.504 -4.841
108 H 12.094 -20.588 -6.363
109 H 10.826 -21.782 -6.035
110 H 5.539 -19.687 -6.219
111 H 6.488 -20.242 -4.807
112 H 6.381 -21.236 -6.221
113 F 16.410 -24.697 -2.588
114 C 16.127 -24.277 -1.369
115 C 15.881 -25.252 -0.417
116 C 15.592 -24.808 0.862
117 C 15.490 -23.473 1.177
118 C 15.638 -22.484 0.201
119 C 15.988 -22.927 -1.070
120 H 15.922 -26.318 -0.579
121 H 15.386 -25.508 1.653
122 H 15.225 -23.230 2.192
123 H 15.547 -21.423 0.387
124 H 16.075 -22.197 -1.866
125 F 11.782 -22.535 -3.324
126 C 11.249 -22.133 -2.167
127 C 11.968 -22.303 -0.990
128 C 11.363 -21.884 0.206
129 C 10.100 -21.304 0.242
130 C 9.387 -21.166 -0.959
131 C 9.977 -21.577 -2.168
132 H 12.945 -22.768 -0.989
133 H 11.896 -22.046 1.136
134 H 9.697 -20.965 1.192
135 H 8.390 -20.743 -0.951
136 H 9.496 -21.505 -3.132
137 F 21.294 -19.765 -7.413
138 C 21.225 -20.375 -6.193
139 C 20.175 -21.213 -5.929
140 C 20.131 -21.832 -4.684
141 C 21.143 -21.613 -3.782
142 C 22.228 -20.851 -4.113
143 C 22.275 -20.157 -5.317
144 H 19.346 -21.418 -6.588
145 H 19.269 -22.447 -4.492
146 H 21.150 -22.048 -2.783
147 H 23.038 -20.712 -3.411
148 H 23.163 -19.577 -5.559
149 F 15.699 -19.919 -11.774
150 C 16.364 -19.808 -10.629
151 C 17.763 -19.690 -10.700
152 C 18.500 -19.521 -9.545
153 C 17.820 -19.518 -8.323
154 C 16.429 -19.732 -8.301
155 C 15.687 -19.800 -9.416
156 H 18.191 -19.720 -11.700
157 H 19.567 -19.346 -9.631
158 H 18.265 -19.318 -7.357
159 H 16.007 -19.823 -7.307
160 H 14.604 -19.845 -9.366
161 F 19.790 -23.476 -8.616
162 C 20.843 -23.467 -9.444
163 C 21.643 -24.586 -9.476
164 C 22.811 -24.560 -10.271
165 C 23.158 -23.429 -11.009
166 C 22.424 -22.257 -10.827
167 C 21.225 -22.269 -10.039
168 H 21.465 -25.498 -8.924
169 H 23.374 -25.481 -10.244
170 H 24.033 -23.435 -11.643
171 H 22.780 -21.331 -11.292
172 H 20.628 -21.379 -9.894
173 F 11.882 -29.635 -7.710
174 C 12.124 -28.339 -7.536
175 C 13.100 -27.944 -6.656
176 C 13.322 -26.540 -6.456
177 C 12.568 -25.631 -7.226
178 C 11.564 -26.091 -8.095
179 C 11.406 -27.461 -8.287
180 H 13.666 -28.711 -6.149
181 H 14.069 -26.188 -5.759
182 H 12.681 -24.556 -7.132
183 H 10.920 -25.411 -8.643
184 H 10.707 -27.837 -9.028

Calculated values
- Energy above the lowest of the compared OMol25 structures with the same formula, charge and spin: 0.0 kJ/mol
- HOMO-LUMO gap: 9.38 eV
- HOMO energy: -9.042 eV
- Maximum force: 3.09 eV/Å
- 2S+1: 1
- Calculated total energy: -4450.62358 Ha

---

[3]
DFT (the ωB97M-V functional and the def2-TZVPD basis) results for a structure of composition C42H52BiBrGeN6O3S2SbSi3 at a distorted geometry.

Element x y z (Å)
1 Bi 13.870 13.389 13.475
2 Br 18.079 17.011 16.511
3 C 15.013 16.651 15.231
4 C 14.768 18.002 15.328
5 C 13.493 18.493 15.363
6 C 12.429 17.654 15.196
7 C 12.732 16.330 14.803
8 N 13.951 15.873 14.842
9 C 11.562 15.404 14.418
10 O 10.423 15.677 14.764
11 O 11.875 14.398 13.677
12 H 15.613 18.630 15.631
13 H 13.334 19.537 15.512
14 H 11.411 17.960 15.269
15 S 15.601 11.898 11.917
16 C 15.432 12.636 10.390
17 C 16.137 12.081 9.253
18 N 16.577 11.423 8.443
19 C 14.774 13.852 10.193
20 S 13.863 14.737 11.408
21 C 14.795 14.476 8.937
22 N 14.732 14.796 7.843
23 C 20.787 22.264 12.385
24 Si 19.446 21.311 11.489
25 C 18.559 22.436 10.315
26 C 18.255 20.566 12.835
27 Ge 16.506 15.308 15.784
28 Si 15.719 14.437 17.938
29 C 17.001 14.886 19.198
30 C 15.633 12.612 17.651
31 C 14.030 15.217 18.325
32 Si 17.889 14.193 14.253
33 C 19.669 14.187 14.903
34 C 17.735 14.641 12.451
35 C 17.449 12.400 14.665
36 H 20.322 22.691 13.219
37 H 21.308 23.061 11.810
38 H 21.504 21.497 12.758
39 H 19.196 23.113 9.754
40 H 17.696 23.027 10.702
41 H 18.095 21.749 9.549
42 H 18.142 21.310 13.650
43 H 18.742 19.728 13.283
44 H 17.209 20.351 12.488
45 H 17.996 14.628 18.823
46 H 16.812 14.387 20.130
47 H 16.993 15.970 19.339
48 H 16.586 12.176 17.955
49 H 15.425 12.295 16.678
50 H 14.945 12.067 18.277
51 H 14.230 16.276 18.348
52 H 13.581 14.905 19.270
53 H 13.290 15.039 17.535
54 H 20.073 15.202 14.869
55 H 20.401 13.528 14.369
56 H 19.657 13.985 15.970
57 H 18.462 15.446 12.180
58 H 16.715 14.959 12.219
59 H 17.843 13.767 11.871
60 H 17.752 12.215 15.684
61 H 18.058 11.610 14.169
62 H 16.389 12.151 14.494
63 C 10.958 13.734 7.699
64 C 10.258 14.044 8.830
65 C 10.449 13.405 10.027
66 C 11.403 12.397 10.124
67 C 12.192 12.121 9.012
68 C 11.956 12.765 7.826
69 Sb 11.820 11.535 11.992
70 C 9.999 11.083 12.914
71 C 9.463 9.812 12.751
72 C 8.239 9.524 13.261
73 C 7.490 10.546 13.939
74 C 8.047 11.770 14.226
75 C 9.337 12.031 13.695
76 C 12.610 9.671 11.809
77 C 13.447 9.228 12.836
78 C 13.923 7.903 12.802
79 C 13.563 7.055 11.814
80 C 12.768 7.534 10.741
81 C 12.282 8.778 10.714
82 H 10.948 14.280 6.773
83 H 9.562 14.859 8.721
84 H 9.837 13.726 10.943
85 H 12.985 11.404 9.129
86 H 12.674 12.561 7.062
87 H 9.933 8.981 12.265
88 H 7.763 8.542 13.274
89 H 6.474 10.385 14.281
90 H 7.482 12.434 14.917
91 H 9.850 12.919 13.964
92 H 13.658 9.933 13.649
93 H 14.625 7.496 13.537
94 H 13.887 5.967 11.807
95 H 12.478 6.804 9.983
96 H 11.539 9.137 9.994
97 C 11.416 9.065 15.678
98 N 11.307 10.407 16.331
99 C 10.513 10.599 17.388
100 C 10.275 11.858 17.837
101 C 10.840 12.907 17.062
102 N 11.778 12.700 16.174
103 C 12.154 11.442 15.820
104 O 13.106 11.113 15.163
105 N 10.468 14.193 17.285
106 H 10.930 9.186 14.691
107 H 10.850 8.330 16.303
108 H 12.464 8.906 15.578
109 H 10.113 9.714 17.828
110 H 9.606 12.031 18.708
111 H 9.688 14.282 17.898
112 H 10.607 14.955 16.621

Calculated values
- Energy above the lowest of the compared OMol25 structures with the same formula, charge and spin: 121.2 kJ/mol
- HOMO-LUMO gap (spin up / spin down): 6.20 / 6.80 eV
- HOMO energy (spin up / spin down): -6.845 / -7.448 eV
- Maximum force: 3.75 eV/Å
- 2S+1: 2
- Calculated total energy: -8956.57585 Ha

---

[4]
DFT (the ωB97M-V functional and the def2-TZVPD basis) results for a cluster of 2 separate species, C5H10O in total at a distorted geometry.

Element x y z (Å)
1 C -0.467 -1.068 0.242
2 C 0.486 -1.985 -0.450
3 H 1.480 -1.971 -0.003
4 H 0.582 -1.742 -1.512
5 H 0.098 -3.012 -0.397
6 H -0.405 -1.000 1.323
7 H -1.491 -1.154 -0.099
8 H 1.429 0.145 0.647
9 C 1.132 1.224 0.438
10 C -0.372 0.898 -0.368
11 C -1.430 1.629 0.033
12 O 1.055 1.931 1.506
13 H 1.861 1.545 -0.343
14 H -0.263 0.652 -1.424
15 H -2.239 1.893 -0.638
16 H -1.456 2.016 1.046

Calculated values
- Energy above the lowest of the compared OMol25 structures with the same formula, charge and spin: 574.4 kJ/mol
- HOMO-LUMO gap (spin up / spin down): 8.08 / 6.15 eV
- HOMO energy (spin up / spin down): -8.874 / -7.744 eV
- Maximum force: 3.10 eV/Å
- 2S+1: 1
- Calculated total energy: -271.53385 Ha

---

Question: Number 3 is which compound?
Answer: C42H52BiBrGeN6O3S2SbSi3

---

Question: Among the records above, which one has the lowest calculated total energy?
Answer: C25H40BrGeN2O5S6Ti

---

Question: Among the records above, which one has the highest 2S+1?
Answer: C25H40BrGeN2O5S6Ti

---

Question: Among the records above, which one has the lowest maximum force?
Answer: C25H40BrGeN2O5S6Ti